[1]
23
Properties=species:S:1:pos:R:3:forces:R:3 method="wB97M-V/def2-TZVPD" charge=+1 lumo_ev=-4.020 molar_mass_g_mol=163.200 homo_ev=-12.780 homo_lumo_gap_ha=0.3219 relative_energy_kcal_mol=48.9 spin_multiplicity=1
C 2.1758 1.9876 -0.2301 0.47 2.03 0.27
C 2.9062 0.8183 -0.0573 -3.65 -0.49 -0.07
C 0.8125 1.9082 -0.0666 -1.15 1.55 -0.20
C 2.2961 -0.4430 0.1832 -0.90 2.93 -0.97
C 0.1946 0.6830 0.0238 0.39 -0.22 1.12
C 0.9176 -0.5161 0.2186 0.42 2.68 -0.52
C -1.1228 -1.5144 0.8964 -0.59 2.27 -0.54
C -1.2551 0.7036 0.0114 0.93 -1.95 -0.73
C -1.8702 0.1977 -1.2411 -2.23 -1.26 0.25
N 0.1817 -1.6108 0.5363 -2.63 -2.84 0.23
N -1.8823 -2.5991 0.8649 2.46 -0.19 -0.28
O -1.8743 1.5179 0.7778 0.46 1.85 0.39
H 2.5812 3.0621 -0.4493 -0.23 -2.49 0.56
H 3.8968 0.9148 -0.1241 3.85 -0.13 -0.29
H 0.1564 2.8454 -0.0379 1.14 -1.25 -0.46
H 2.8454 -1.2988 0.0837 1.59 -2.10 0.49
H -2.8788 -0.1986 -0.9635 0.31 0.95 -0.70
H -1.4064 -0.7002 -1.5865 0.90 -0.59 0.09
H -1.8374 0.8169 -2.1593 -0.25 0.48 1.03
H 0.4403 -2.5324 0.2005 0.91 -0.02 0.12
H -2.8138 -2.7236 1.2310 0.18 0.41 0.05
H -1.2995 -3.4179 0.6901 -1.06 -0.67 0.06
H -1.1640 2.0994 1.1979 -1.33 -0.97 0.08


[2]
19
Properties=species:S:1:pos:R:3:forces:R:3 method="wB97M-V/def2-TZVPD" charge=+1 lumo_ev=-3.152 molar_mass_g_mol=102.161 homo_ev=-13.924 smiles=C[C@H](N)N1[NH2+][C@@H]1C homo_lumo_gap_ha=0.3959 relative_energy_kcal_mol=94.3 spin_multiplicity=1
C 1.3240 -1.3059 1.2822 -0.71 -1.92 2.35
C 0.4301 -0.1210 1.1064 -0.19 -0.18 3.32
N -0.8539 -0.4460 1.7549 0.79 -0.36 -1.22
N 0.3411 0.1339 -0.2778 -0.46 0.80 -1.83
N -0.2959 -0.8047 -1.2043 -2.04 1.36 2.31
C -0.6963 0.7219 -1.0550 -0.10 -0.89 0.76
C -0.3628 1.8630 -1.9126 4.96 -0.31 -0.34
H 1.8090 -1.3775 2.3193 -0.72 0.35 -1.53
H 0.6151 -2.1959 1.2349 1.23 0.70 -0.24
H 2.0775 -1.3255 0.5421 0.90 -0.23 -0.70
H 0.9254 0.7493 1.6395 -0.53 -0.37 -1.35
H -0.7361 -0.7419 2.7254 -0.23 0.37 -0.46
H -1.4793 0.3155 1.6180 -0.70 0.57 0.74
H -0.9872 -1.4568 -0.7935 0.17 0.65 0.13
H 0.2534 -1.2854 -1.8513 1.60 -0.15 -1.63
H -1.7672 0.7772 -0.7693 0.69 -0.58 0.53
H 0.7374 1.7689 -2.3974 -2.53 0.07 1.14
H -0.2948 2.7719 -1.2871 -0.34 -0.45 -0.14
H -1.0395 1.9589 -2.6741 -1.79 0.58 -1.87


[3]
20
Properties=species:S:1:pos:R:3:forces:R:3 method="wB97M-V/def2-TZVPD" lumo_ev=0.804 molar_mass_g_mol=103.165 homo_ev=-9.755 smiles="CC(N)=O.CCC" homo_lumo_gap_ha=0.3880 relative_energy_kcal_mol=11.8 spin_multiplicity=1
C -2.3609 0.3664 1.7555 -0.61 -0.79 -0.74
C -2.4508 0.4092 0.2457 -0.09 1.23 -0.86
N -3.3245 -0.3988 -0.4775 0.90 0.53 1.41
O -1.8664 1.3042 -0.3423 0.19 -0.40 -0.18
H -1.7048 1.1677 2.0789 -0.22 0.07 -0.03
H -1.9411 -0.5878 2.0770 -0.28 -0.05 0.22
H -3.4049 0.4949 2.0726 0.42 -0.10 0.56
H -3.1526 -0.3446 -1.4641 -0.22 -0.25 -0.19
H -3.7117 -1.2169 -0.0484 -0.04 -0.25 -0.21
C 2.2493 -1.3830 -0.6653 -0.59 -0.68 0.43
C 2.0592 0.0529 -1.1281 1.31 0.01 -1.29
C 2.1748 1.0439 -0.0025 -0.42 0.86 1.17
H 2.6038 -2.0272 -1.4847 0.16 0.16 0.47
H 2.8801 -1.4249 0.2375 0.35 -0.06 -0.67
H 1.3247 -1.8515 -0.3011 -0.15 0.24 -0.21
H 1.1601 0.1731 -1.7449 0.09 -0.01 0.33
H 2.9176 0.2427 -1.8052 -0.54 0.02 0.02
H 1.4224 1.8246 0.0093 -0.58 -0.10 -0.22
H 3.0849 1.6643 0.0531 0.12 -0.83 -0.15
H 2.0410 0.4906 0.9345 0.21 0.38 0.12


[4]
178
Properties=species:S:1:pos:R:3:forces:R:3 method="wB97M-V/def2-TZVPD" lumo_ev=0.206 molar_mass_g_mol=1125.810 homo_ev=-8.327 smiles="O=S1(=O)CCCC1.O=S1(=O)CCCC1.O=S1(=O)CCCC1.O=S1(=O)CCCC1.O=S1(=O)CCCC1.O=S1(=O)CCCC1.CCN(CC)CC.CCN(CC)CC.CCN(CC)CC.CCN(CC)CC" homo_lumo_gap_ha=0.3136 spin_multiplicity=1
O 4.2191 -5.4093 5.9830 -2.46 1.41 -0.08
S 2.9180 -4.7160 6.2183 0.49 -2.78 0.45
O 1.9728 -5.3329 7.1572 1.18 0.96 -0.59
C 3.2831 -2.9963 6.5788 0.51 -0.91 0.67
C 3.3240 -2.3109 5.2435 0.84 -0.24 0.73
C 2.1966 -2.9109 4.4546 -0.38 1.32 -2.69
C 1.9718 -4.4199 4.6729 0.23 1.08 0.37
H 4.2609 -2.9499 7.0582 -0.24 -0.23 0.35
H 2.4719 -2.7389 7.2598 0.04 0.56 -0.12
H 3.4032 -1.2470 5.4668 -0.87 0.25 -0.59
H 4.2638 -2.5146 4.7304 0.18 -0.35 0.20
H 2.3976 -2.7024 3.4038 0.24 -0.37 -0.28
H 1.3038 -2.2910 4.5372 -0.45 -0.47 0.78
H 2.3013 -5.1434 3.9273 0.47 0.46 -0.14
H 0.8867 -4.5073 4.7282 0.19 -0.68 0.87
O 3.1692 4.6287 -4.1394 -0.63 -0.95 -1.06
S 2.9194 3.6169 -5.1679 1.11 -0.63 -0.92
O 3.9527 2.5637 -5.3632 -1.96 1.55 0.36
C 1.2330 2.8164 -5.0587 -0.13 1.72 -0.12
C 0.8391 2.6933 -6.5048 0.72 -1.06 -1.24
C 1.1425 4.0157 -7.2383 -0.12 0.16 1.19
C 2.5731 4.4082 -6.9245 0.28 -0.34 1.56
H 0.4654 3.5408 -4.7865 0.51 0.54 1.14
H 1.1511 1.9812 -4.3632 0.50 -0.14 -0.43
H 1.4737 1.9306 -6.9561 -0.42 -0.44 -0.34
H -0.2248 2.4669 -6.5741 0.13 -0.31 -0.14
H 0.4948 4.7460 -6.7532 -0.20 0.31 -0.34
H 0.9475 4.0039 -8.3107 -0.07 -0.20 0.14
H 2.7117 5.4795 -6.7788 0.09 -0.12 -0.06
H 3.3033 4.0057 -7.6266 0.07 -0.11 0.32
O 3.9392 -6.6913 0.1788 -0.50 -1.31 -0.12
S 4.2970 -5.3205 0.0775 -0.13 2.19 0.77
O 3.3451 -4.2995 0.5316 0.44 -0.86 -0.79
C 5.8050 -5.0044 0.9221 -0.30 0.23 1.15
C 6.9737 -5.3016 0.0001 -1.24 0.22 0.71
C 6.5277 -4.7027 -1.3274 -0.35 1.63 -0.58
C 4.9853 -4.9999 -1.5505 0.97 -1.63 -0.57
H 5.7734 -5.4713 1.9065 0.08 -0.47 -0.17
H 5.6933 -3.9447 1.1515 0.43 0.25 -0.25
H 7.8175 -4.8522 0.5237 0.43 -0.10 -0.77
H 7.0940 -6.3776 -0.1254 0.22 -0.01 0.20
H 7.2686 -4.9303 -2.0938 -0.73 -0.79 -0.53
H 6.5830 -3.6153 -1.3779 0.17 0.27 0.78
H 4.9077 -5.9891 -2.0016 -0.08 -0.13 -0.10
H 4.3435 -4.3710 -2.1675 0.47 0.55 0.32
O -2.4938 3.0969 -3.6902 -1.60 -1.05 0.53
S -3.7684 2.4042 -3.9480 2.08 -0.91 -2.90
O -4.8547 3.2142 -4.4475 0.10 -0.31 0.02
C -3.3628 0.9892 -5.2328 -1.06 0.56 -0.06
C -4.6011 0.0736 -5.1018 -0.62 0.52 -0.36
C -4.8838 -0.1359 -3.6038 0.57 2.18 0.94
C -4.4649 1.2292 -2.8275 0.73 -0.99 0.51
H -2.4402 0.4089 -5.2207 0.29 0.31 1.19
H -3.2498 1.5457 -6.1632 -0.62 0.03 -0.17
H -5.4436 0.5541 -5.5991 -0.14 0.38 0.30
H -4.5926 -0.8829 -5.6245 0.76 -0.09 0.09
H -4.2535 -0.9267 -3.1972 -0.07 0.02 -0.02
H -5.9139 -0.2933 -3.2840 -0.02 -0.34 -0.61
H -3.6047 0.9922 -2.2013 -0.18 0.03 0.49
H -5.2393 1.7525 -2.2667 -0.02 -0.29 0.00
O -1.2760 5.9473 0.5150 -0.11 -2.48 -1.65
S -1.0863 4.7263 -0.3345 -0.27 0.81 0.24
O -2.1653 3.7031 -0.4917 2.29 1.88 0.83
C -0.5529 5.3008 -2.0040 1.25 -0.37 -0.23
C 0.8458 5.8682 -1.7289 0.00 1.50 1.05
C 1.6233 4.9618 -0.7076 0.49 1.06 -0.62
C 0.6680 4.1520 0.1275 -1.14 -0.96 -0.68
H -1.2817 5.9682 -2.4640 0.02 0.17 0.51
H -0.3844 4.5059 -2.7306 -0.69 -0.70 0.45
H 1.4414 6.2532 -2.5566 -0.03 -1.21 -0.63
H 0.6890 6.8539 -1.2908 -0.17 -0.06 0.87
H 2.3037 5.5529 -0.0946 -0.35 0.39 0.08
H 2.3175 4.2572 -1.1657 -0.24 0.05 -0.61
H 0.8599 4.1654 1.2004 -0.49 0.15 -0.11
H 0.8000 3.1470 -0.2732 -0.69 -0.34 0.64
O -1.9271 -3.1741 -1.8123 -0.44 -1.48 0.85
S -1.8489 -4.4278 -1.0531 1.94 -1.05 1.17
O -2.3812 -5.7176 -1.4915 0.15 1.43 -0.45
C -0.0085 -4.7616 -0.5311 -0.86 1.53 -0.16
C -0.1760 -5.3481 0.8438 0.54 0.01 -0.54
C -1.1496 -4.4500 1.6349 -0.76 -1.24 -0.76
C -2.4148 -4.3344 0.7222 0.31 0.83 0.90
H 0.4889 -3.7995 -0.4080 -0.26 0.37 -0.30
H 0.6062 -5.3112 -1.2439 -0.68 -0.34 -0.14
H -0.5639 -6.3468 0.6434 -0.40 -0.15 0.73
H 0.8108 -5.4746 1.2893 -0.04 0.13 0.21
H -0.8270 -3.4571 1.9482 0.57 -0.13 -0.29
H -1.4157 -5.0232 2.5230 -0.20 0.30 0.19
H -2.9546 -3.4189 0.9639 0.12 0.24 -0.52
H -3.1015 -5.1303 1.0103 0.12 -0.30 -0.89
C -1.8949 -0.1457 1.7112 1.18 -1.27 0.44
C -0.4965 0.5256 1.6811 -0.25 0.69 -0.33
N 0.1782 0.5083 0.3863 -0.70 0.16 -1.34
C -0.8234 0.6924 -0.7342 1.76 0.64 -0.56
C -0.1458 1.1974 -2.0984 -1.56 -0.78 0.64
C 0.9359 -0.7660 0.2218 -0.20 0.89 1.97
C 2.2647 -0.8666 1.0964 -0.41 -0.26 -1.77
H -1.8476 -1.1016 1.1895 0.15 -0.37 0.09
H -2.7377 0.3322 1.2119 0.33 0.72 0.40
H -2.0871 -0.3746 2.7594 -0.56 0.11 0.00
H -0.6418 1.5180 2.1080 0.03 0.62 -0.62
H 0.3087 0.1798 2.3293 -0.74 -0.92 0.61
H -1.3537 -0.2381 -0.9366 0.14 -0.42 -0.26
H -1.6170 1.3657 -0.4105 0.46 0.43 -0.03
H 0.3827 2.1505 -2.1145 0.32 -0.22 0.64
H 0.4138 0.3937 -2.5771 0.51 0.09 0.33
H -0.9450 1.3807 -2.8165 -0.36 -0.01 0.05
H 0.9828 -0.9605 -0.8496 0.84 -0.06 0.15
H 0.3450 -1.5723 0.6564 -0.52 -0.40 -0.20
H 3.0744 -0.2500 0.7062 -0.03 0.04 -0.07
H 2.5428 -1.9165 1.0043 0.38 -0.06 -0.08
H 2.2166 -0.6948 2.1717 -0.69 0.34 -0.11
C 3.6348 -0.7383 -4.1461 -0.74 0.35 -1.64
C 2.8161 -0.5822 -5.5948 0.72 -0.39 0.88
N 2.2709 -1.8283 -6.1567 -0.35 -0.50 0.47
C 3.3220 -2.7310 -6.7358 -2.06 -0.54 1.42
C 3.9778 -2.1234 -7.9087 0.86 -0.65 -1.24
C 1.2156 -2.4695 -5.2556 1.78 1.89 1.15
C 0.0586 -1.4700 -4.9541 -0.85 -2.01 -1.64
H 3.0531 -0.6083 -3.2335 -0.48 -0.12 -0.22
H 4.4654 -0.0431 -4.0242 -0.13 0.28 -0.50
H 4.0962 -1.7253 -4.1125 -0.19 -0.17 -0.10
H 2.0231 0.1618 -5.6703 -0.23 -0.09 1.16
H 3.4479 -0.1106 -6.3475 0.68 -0.50 0.19
H 3.9389 -3.2032 -5.9713 0.56 0.33 0.21
H 2.7805 -3.5663 -7.1798 -0.29 -0.27 0.32
H 3.1837 -2.1777 -8.6534 0.03 1.58 -0.25
H 4.5873 -1.2342 -7.7478 -0.70 0.34 -0.24
H 4.6606 -2.8102 -8.4090 0.43 -0.44 0.52
H 1.6134 -2.6336 -4.2541 0.76 -0.50 0.18
H 0.9042 -3.4520 -5.6105 -0.23 0.36 -0.43
H -0.7168 -1.9162 -4.3314 0.41 -0.25 0.67
H -0.4521 -1.5716 -5.9117 -0.33 1.54 -0.35
H 0.2692 -0.4734 -4.5662 0.30 -0.23 -0.51
C -1.6138 0.5576 7.0223 0.33 -0.80 1.64
C -0.1125 0.5626 6.7289 -0.41 1.07 -0.97
N 0.5712 1.8991 7.0147 -2.66 -0.13 -1.31
C 0.1783 2.8153 5.8962 -0.37 -0.42 -0.86
C 0.9755 2.6476 4.5907 -0.03 0.18 0.18
C 1.9580 1.8927 7.2581 1.53 -0.63 -0.30
C 2.6214 3.2169 7.5763 0.63 0.34 0.73
H -2.0489 -0.3820 6.6819 0.18 -0.22 -0.19
H -2.1994 1.3228 6.5127 0.29 0.28 0.48
H -1.6963 0.5066 8.1079 -0.78 0.68 0.07
H 0.3939 -0.3151 7.1305 0.13 0.37 0.52
H -0.2716 0.3278 5.6764 1.57 0.28 -0.88
H -0.8575 2.5568 5.6765 -0.02 0.27 0.07
H 0.1872 3.8925 6.0622 0.09 -0.10 1.05
H 0.9646 1.5998 4.2906 0.70 0.01 -0.03
H 0.5894 3.2043 3.7369 -0.70 0.08 0.18
H 1.9426 3.1343 4.7176 0.47 -0.79 0.01
H 2.5234 1.4357 6.4460 0.23 -0.12 -0.64
H 2.2179 1.2389 8.0907 -0.44 -0.07 0.33
H 3.6520 2.9533 7.8139 0.09 -0.03 0.44
H 2.1693 3.6764 8.4553 0.01 0.00 0.06
H 2.7998 4.0166 6.8574 -0.83 -0.30 -0.64
C -8.3540 0.6275 3.5090 -0.65 -0.60 1.18
C -7.4691 1.1985 2.4993 -0.23 0.04 -2.37
N -6.6694 2.2354 3.0643 -0.50 0.71 -1.25
C -5.5114 1.6389 3.5645 2.95 0.32 2.90
C -4.5479 2.5699 4.4108 0.00 -0.32 -0.85
C -6.3991 3.3690 2.1704 -1.53 1.49 1.32
C -7.7239 4.0046 1.6271 0.49 -1.79 -0.07
H -7.7985 -0.0030 4.2033 -0.19 -0.17 0.09
H -9.1692 0.0649 3.0540 -0.07 -0.04 0.26
H -8.6961 1.4980 4.0688 -0.56 -0.30 0.17
H -6.8779 0.4611 1.9564 0.54 -0.53 0.20
H -8.0774 1.5468 1.6646 -0.19 0.59 0.20
H -4.8743 1.1473 2.8293 0.15 0.02 -0.70
H -5.7073 0.8416 4.2815 -0.75 -0.16 -0.14
H -3.9586 3.1995 3.7442 -0.12 0.30 0.06
H -3.8100 1.9683 4.9415 -0.04 -0.37 -0.12
H -5.0020 3.1779 5.1933 -0.46 0.03 -0.30
H -6.1105 4.1270 2.8985 1.05 0.14 -0.42
H -5.6648 3.2054 1.3817 0.23 -0.12 -0.01
H -8.0181 3.4168 0.7577 -0.16 0.50 -0.40
H -8.5008 3.7767 2.3569 -0.03 0.47 0.19
H -7.6615 5.0700 1.4056 0.13 -0.22 0.01


[5]
6
Properties=species:S:1:pos:R:3:forces:R:3 method="wB97M-V/def2-TZVPD" lumo_ev="0.267 / -2.171" molar_mass_g_mol=261.606 homo_ev="-9.073 / -10.468" s2=0.754 homo_lumo_gap_ha="0.3433 / 0.3049" relative_energy_kcal_mol=0.0 spin_multiplicity=2
O -0.7534 -0.1593 -0.3817 -0.38 -0.78 -3.28
C 0.5138 -0.1864 -0.4744 2.15 -2.03 -1.23
O 1.2310 -0.6762 -1.3275 -0.82 0.89 0.68
Hg -1.1350 0.5525 1.4006 -2.43 1.55 3.89
O 1.0555 0.2950 0.7074 1.34 0.36 0.29
H 1.9861 0.0619 0.8009 0.13 0.01 -0.36